(1)
Density functional theory data (ωB97M-V/def2-TZVPD) for a molecular structure, C31H57N2O2P2Pt in a non-equilibrium geometry.

```
95
Properties=species:S:1:pos:R:3
Pt 0.6185 0.2352 0.2462
P 0.4962 0.7901 2.5002
P 0.2794 -0.7974 -1.8714
O 3.2698 1.5571 -0.2031
O 2.7728 -2.7720 1.0696
N -1.1346 -0.8185 0.7464
N -0.8454 1.7929 -0.6977
C -3.0928 1.9759 -1.8825
C 2.2445 1.0500 -0.0321
C -1.9881 -1.1119 -0.2883
C -0.1926 3.4467 1.9951
C -0.6565 2.2566 2.8462
C -0.0040 -3.4072 -0.8462
C -2.4947 -1.9986 2.2884
C -3.9204 1.0278 -2.7349
C -0.5644 -3.0844 -3.2586
C 1.2229 1.5098 -3.2035
C 2.9319 -0.3508 3.1719
C 2.0089 0.7933 3.6126
C -0.6571 0.2997 -4.3012
C -1.4026 -1.1850 2.0047
C 1.6670 -0.6157 -4.3709
C 4.0299 -3.0519 0.4412
C 0.3951 -2.6701 -2.1324
C -3.1795 -1.7892 -0.0049
C -3.4106 -2.2692 1.2722
C 4.5781 -1.7790 -0.1579
C -2.0888 1.8985 2.4291
C 2.7578 2.1262 3.4556
C 1.8326 -3.0876 -2.4597
C 0.6384 0.1225 -3.5068
C -0.4683 -0.6732 3.0883
C 1.6492 0.5563 5.0864
C -1.7634 1.3565 -1.3602
C -1.5486 -0.6454 -1.6022
C -2.6924 3.2312 -2.6666
C -3.9090 2.3119 -0.6386
C -0.6767 2.6342 4.3328
H 3.8226 -0.3441 3.8168
H 1.9149 -4.1750 -2.3223
H 3.8790 -1.3138 -0.8600
H 4.7369 -3.4485 1.1796
H -1.3459 0.9861 -3.7919
H -4.8522 2.8075 -0.9018
H 2.5541 -2.6109 -1.7848
H -0.6276 -4.1836 -3.2561
H -4.8312 1.5547 -3.0514
H 0.5984 2.0863 -2.5145
H 1.2922 2.0680 -4.1495
H 2.2293 1.4340 -2.7781
H -0.7965 4.3219 2.2739
H 1.9185 0.0315 -5.2238
H 0.2725 3.0598 4.6795
H -2.6146 -2.3521 3.3025
H -0.3983 0.7308 -5.2817
H -3.3673 3.4184 -3.5116
H 3.6632 2.0776 4.0777
H 0.1614 -4.4842 -1.0027
H -3.3996 0.7018 -3.6415
H -4.2377 0.1459 -2.1636
H -1.5892 -2.7176 -3.1180
H -2.1310 1.6134 1.3705
H 2.5973 -0.8053 -3.8224
H 2.5906 0.4354 5.6401
H 2.4820 -3.5647 1.5333
H -1.0630 -3.2812 -0.5987
H -0.3506 3.2474 0.9267
H 3.0752 2.3014 2.4192
H 1.1177 1.3959 5.5417
H 3.8741 -3.8013 -0.3435
H -4.1389 1.3916 -0.0836
H -1.6738 3.1368 -3.0670
H 0.6160 -3.0896 0.0032
H -2.1875 -0.9254 -2.4353
H -3.8902 -1.9556 -0.8325
H -2.5192 1.0901 3.0336
H -2.6899 4.0878 -1.9826
H 2.1751 2.9898 3.8001
H -1.1732 -0.6479 -4.5025
H 1.2823 -1.5515 -4.7895
H 0.8639 3.6957 2.1543
H 3.2661 -0.2399 2.1343
H -2.7197 2.7904 2.5593
H 2.1145 -2.8755 -3.4935
H 0.2523 -1.4683 3.3660
H 5.5013 -1.9938 -0.7012
H 1.0605 -0.3577 5.2314
H -0.2193 -2.7747 -4.2539
H -1.4401 3.4156 4.4644
H -4.2985 -2.8602 1.4819
H 4.8123 -1.0460 0.6203
H -1.0291 -0.4405 4.0119
H -3.3342 2.9715 0.0212
H -0.9668 1.7913 4.9751
H 2.4587 -1.3346 3.2741
```

**Energy relative to the best compared isomer or geometry (same formula, charge and spin)**: 0.0 kJ/mol
**DFT total energy**: -2276.25377 Eh
**HOMO level (spin up / spin down)**: -14.2 / -17.7 eV
**Lowest unoccupied orbital energy (spin up / spin down)**: -9.1 / -14.1 eV
**Spin multiplicity**: 5
**HOMO-LUMO gap (spin up / spin down)**: 5.111 / 3.600 eV
**Net charge**: +3


(2)
Density functional theory data (ωB97M-V/def2-TZVPD) for a molecular structure, C28H32BrN4OSi2Tm in a non-equilibrium geometry.

```
69
Properties=species:S:1:pos:R:3
Tm -0.2340 0.2219 0.0116
Br -4.0593 4.5635 -5.1153
Si 2.0991 2.0971 1.3287
Si -2.1982 -2.1432 1.3431
O -1.7234 1.5719 -0.4617
N 0.9804 0.8947 1.7715
N 1.3118 -1.3835 -0.7048
N -0.0875 0.2046 -2.4109
N -0.9845 -1.0108 1.7105
C 0.5178 0.3864 2.9998
C 2.9453 -3.0437 -0.1958
C 1.9682 -2.0997 0.1762
C -2.3685 2.6434 -3.8877
C -0.8068 0.9461 -3.1829
C 2.0626 -1.8259 -4.7605
C 3.3610 1.3321 0.1531
C 3.2096 -3.2197 -1.5196
C -0.4768 -0.6945 5.4039
C -0.9695 -1.1219 4.1725
C 1.1121 -0.8874 -4.3039
C -3.9025 -1.7200 1.9771
C 3.0362 3.0568 2.6225
C -3.7045 3.9075 -2.3536
C 2.5175 -2.4611 -2.4941
C -0.5016 -0.6074 2.9675
C 0.5079 0.2733 5.4356
C -1.7928 1.9292 -2.8134
C 0.9921 0.8025 4.2405
C -2.2020 2.2111 -1.4838
C -1.7904 -3.9116 1.7930
C 2.7564 -2.5996 -3.8808
C -3.3025 3.6125 -3.6640
C -3.1675 3.2231 -1.2939
C -2.2573 -2.0316 -0.5481
C 1.5651 -1.5326 -2.0387
C 1.1603 3.3108 0.2291
C 0.8455 -0.7236 -2.9712
H -3.0298 -2.6733 -0.9770
H -0.6864 0.8581 -4.2631
H 1.8178 4.0664 -0.2100
H -4.2055 -0.7417 1.5949
H 3.4612 -3.6073 0.5680
H -2.0564 2.4176 -4.9004
H 3.9523 -3.9380 -1.8465
H 3.6924 3.7762 2.1253
H 0.6806 2.7951 -0.6156
H -3.9284 -1.6691 3.0677
H 4.0805 2.0807 -0.1927
H 0.3601 3.8133 0.7770
H 1.7160 -1.9233 1.2171
H 0.5995 -0.2933 -5.0468
H 2.3642 3.6090 3.2832
H -1.6401 -4.0264 2.8691
H -0.8693 -4.2275 1.2949
H 2.8741 0.9282 -0.7431
H -1.3068 -2.3390 -1.0018
H -4.6418 -2.4592 1.6560
H 2.2375 -1.9194 -5.8239
H 0.9046 0.6246 6.3802
H -0.8671 -1.1171 6.3212
H -1.7469 -1.8794 4.1463
H -2.5040 -1.0110 -0.8716
H 3.4909 -3.3173 -4.2238
H 3.9166 0.5141 0.6202
H 3.6562 2.4037 3.2407
H -2.5914 -4.5921 1.4909
H -3.4696 3.4363 -0.2772
H 1.7635 1.5614 4.2729
H -4.4440 4.6789 -2.1836
```

**DFT total energy**: -5618.90431 Eh
**HOMO level (spin up / spin down)**: -6.2 / -6.2 eV
**Lowest unoccupied orbital energy (spin up / spin down)**: -1.2 / -1.2 eV
**Spin multiplicity**: 3
**HOMO-LUMO gap (spin up / spin down)**: 4.994 / 4.994 eV


(3)
Density functional theory data (ωB97M-V/def2-TZVPD) for a molecular structure, C34H29BrF4IrN2O2P.

```
74
Properties=species:S:1:pos:R:3
Ir -0.3176 0.5832 -0.6147
Br -2.6163 -0.3030 -0.0434
P 0.5922 -1.0458 0.7908
F -3.8940 -2.7936 4.2393
F 0.6768 -2.5583 3.3361
F -1.3309 -3.3695 4.8992
F -4.4265 -1.3955 1.9851
O -0.8920 2.1747 0.3609
O 1.4001 1.5923 -0.3956
N 1.2685 2.7719 0.1331
N 0.1385 3.0334 0.5815
C -1.5969 -2.6781 3.8197
C 1.4230 0.4653 2.9192
C 3.6755 1.2469 3.2064
C 0.2937 -3.3716 -0.6283
C 1.8158 -0.1954 1.7503
C -1.3731 -0.7399 -3.2503
C -1.4943 4.5085 1.6369
C -1.0553 -3.0732 -4.1538
C -1.7701 5.6766 2.3275
C 1.1678 -2.6032 0.1506
C -0.0895 -0.7317 -2.6006
C 3.1347 -0.0998 1.2904
C 0.6371 -4.6586 -0.9877
C -0.7447 6.5533 2.6620
C 0.9961 2.8822 -3.2678
C 2.3592 1.1797 3.6468
C -3.0850 -2.5329 -2.7175
C -1.2190 1.6907 -3.4832
C -2.0482 -1.9904 -3.7231
C -2.9106 -2.3851 3.4842
C -2.1301 -1.2303 1.5470
C 0.6763 0.4454 -2.5962
C -3.1779 -1.6595 2.3284
C 2.3725 -3.1538 0.5997
C 0.8790 5.1086 1.6292
C 1.8564 -5.1914 -0.5737
C 0.1344 1.6896 -3.0976
C -0.5644 -2.2396 3.0021
C -0.8040 -1.4873 1.8550
C 0.5728 6.2696 2.3130
C 2.7116 -4.4448 0.2249
C 4.0609 0.6138 2.0275
C -1.9374 0.5120 -3.5858
C -0.1720 4.2569 1.3071
H 1.8996 4.8770 1.3604
H -0.6785 -2.9789 -0.9086
H -3.8433 -1.7918 -2.4628
H -0.3047 -2.6876 -4.8447
H 3.0281 -2.6076 1.2615
H 1.3667 6.9542 2.5770
H 1.8833 2.8522 -2.6394
H 5.0863 0.6752 1.6887
H 1.7441 0.3749 -2.4279
H 3.4404 -0.5770 0.3672
H -3.5944 -3.3732 -3.1875
H 3.6422 -4.8716 0.5733
H -2.7915 5.9013 2.6014
H -0.5476 -3.5263 -3.3019
H 1.3458 2.8887 -4.3099
H 4.4081 1.7947 3.7843
H 2.1259 -6.2003 -0.8566
H 0.4254 -1.6658 -2.4235
H -1.5984 -3.8643 -4.6686
H 0.4004 0.4125 3.2743
H -2.6241 -1.6816 -4.6016
H 0.4466 3.8126 -3.1230
H -1.6701 2.6204 -3.8120
H -2.6149 -2.8950 -1.8025
H 2.0662 1.6715 4.5645
H -2.9329 0.5359 -4.0161
H -2.2861 3.8246 1.3734
H -0.9710 7.4643 3.1993
H -0.0449 -5.2610 -1.5734
```

**Energy relative to the best compared isomer or geometry (same formula, charge and spin)**: 56.8 kJ/mol
**DFT total energy**: -4991.01503 Eh
**HOMO level (spin up / spin down)**: -16.9 / -16.9 eV
**Lowest unoccupied orbital energy (spin up / spin down)**: -10.9 / -12.4 eV
**Spin multiplicity**: 2
**HOMO-LUMO gap (spin up / spin down)**: 5.980 / 4.508 eV
**Net charge**: +3


(4)
Density functional theory data (ωB97M-V/def2-TZVPD) for 2 unconnected molecules or ions with the total composition C5H12O2.

```
19
Properties=species:S:1:pos:R:3
O -0.5625 -0.5631 0.6482
O 1.5936 -2.2525 -0.1841
C 1.2688 0.1176 -0.7442
C -0.1952 0.3715 -0.4246
C -1.8386 -0.7923 0.7819
C 1.5607 -1.3035 -1.2265
C -0.4850 1.7871 0.0327
H 1.8802 0.3267 0.1430
H 0.0687 2.0238 0.9478
H -1.8646 -1.4854 1.6587
H 0.7966 -2.1224 0.3461
H 2.5489 -1.3365 -1.6950
H 1.5622 0.8364 -1.5193
H -2.4399 0.7708 2.1992
H -0.1828 2.4936 -0.7472
H -2.1029 0.7844 2.8644
H -0.8351 0.1079 -1.2739
H 0.8243 -1.5802 -2.0015
H -1.5547 1.9162 0.2201
```

**Energy relative to the best compared isomer or geometry (same formula, charge and spin)**: 437.9 kJ/mol
**DFT total energy**: -348.03804 Eh
**HOMO level**: -8.9 eV
**Lowest unoccupied orbital energy**: 0.6 eV
**HOMO-LUMO gap**: 9.459 eV


(5)
Density functional theory data (ωB97M-V/def2-TZVPD) for a gas-phase ion, C3H5N2OS (charge +1) in a non-equilibrium geometry.

```
12
Properties=species:S:1:pos:R:3
S 2.9857 1.0712 -1.5592
O 1.7703 -0.8851 -0.0881
N -0.0817 1.1463 -0.5949
N -1.8381 0.1580 0.5727
C 0.3020 -1.1091 0.2417
C -0.6412 0.1294 -0.0689
C 2.1494 0.0610 -0.7708
H -2.3274 -0.4517 1.2616
H -2.2543 1.0571 0.7349
H 0.1929 -2.0825 -0.2233
H 0.1683 -1.2059 1.2879
H -0.4258 2.1113 -0.7937
```

**Energy relative to the best compared isomer or geometry (same formula, charge and spin)**: 171.8 kJ/mol
**DFT total energy**: -699.90975 Eh
**HOMO level**: -14.1 eV
**Lowest unoccupied orbital energy**: -5.0 eV
**HOMO-LUMO gap**: 9.070 eV
**Net charge**: +1


What is the DFT total energy in the second record? -5618.90431 Eh


What is the DFT total energy in the first record? -2276.25377 Eh